(1)
ORCA calculation (ωB97M-V/def2-TZVPD) on a structure of composition C18H14F2N2O2Rh.

Highest occupied orbital energy (spin up / spin down) in eV: -11.02 / -12.14
M in g mol⁻¹: 431.224
Frontier orbital gap (spin up / spin down) in hartree: 0.243 / 0.222
Largest force on an atom in hartree/bohr: 0.0095

```
! RIJCOSX wB97M-V def2-TZVPD def2/J DEFGRID3
* xyz 1 5
Rh 2.02 -1.15 0.96
C 1.53 -1.89 4.19
O 0.93 -1.40 2.97
C -0.24 -0.70 3.06
C -0.93 -0.52 4.25
C -2.12 0.18 4.25
C -2.66 0.70 3.07
C -1.98 0.53 1.88
C -0.76 -0.16 1.87
N 0.00 -0.38 0.71
N -0.49 0.10 -0.37
C 0.06 -0.27 -1.55
C 0.91 -1.47 -1.75
O 1.35 -2.16 -0.81
C 1.19 -1.88 -3.10
C 0.78 -1.14 -4.15
C 0.01 0.07 -3.99
C -0.38 0.80 -5.10
C -1.13 1.96 -4.95
C -1.50 2.39 -3.68
C -1.12 1.67 -2.56
C -0.36 0.50 -2.69
H 0.86 -2.60 4.67
H 1.75 -1.05 4.85
H 2.44 -2.38 3.89
H -0.54 -0.91 5.18
H -2.65 0.32 5.18
H -3.59 1.24 3.08
H -2.36 0.92 0.95
H 1.78 -2.78 -3.22
H 1.02 -1.45 -5.16
H -0.09 0.46 -6.09
H -1.42 2.53 -5.83
H -2.08 3.29 -3.57
H -1.41 2.01 -1.58
F 2.05 1.42 2.24
C 2.78 0.80 1.27
F 2.57 1.49 0.10
H 3.84 0.91 1.53
*
```

These are the Mulliken partial charges, in e, on atoms 1 to 6:
1 Rh 0.436
2 C -1.001
3 O -0.336
4 C 0.968
5 C -0.585
6 C -0.674

---

(2)
ORCA calculation (ωB97M-V/def2-TZVPD) on a structure of composition C18H14I2NNiO6S2 in a non-equilibrium geometry.

Energy above the lowest of the compared OMol25 structures with the same formula, charge and spin in eV: 0.111
Highest occupied orbital energy (spin up / spin down) in eV: -4.95 / -5.10
M in g mol⁻¹: 716.946
Frontier orbital gap (spin up / spin down) in hartree: 0.256 / 0.261
Largest force on an atom in hartree/bohr: 0.0322

```
! RIJCOSX wB97M-V def2-TZVPD def2/J DEFGRID3
* xyz -1 3
Ni -0.46 -0.42 -1.14
N 1.28 -0.50 -2.39
C 2.31 0.38 -1.94
C 3.62 -0.09 -1.97
C 4.68 0.71 -1.60
C 4.43 2.02 -1.21
C 3.12 2.47 -1.15
C 2.02 1.67 -1.47
C 0.63 2.21 -1.34
C 0.41 3.42 -0.67
C -0.84 4.01 -0.67
C -1.89 3.40 -1.35
C -1.69 2.15 -1.91
C -0.46 1.49 -1.87
H 0.84 -0.16 -3.24
H 1.62 -1.45 -2.52
H 3.80 -1.10 -2.31
H 5.70 0.33 -1.64
H 5.24 2.68 -0.94
H 2.96 3.50 -0.85
H 1.21 3.91 -0.13
H -1.00 4.94 -0.13
H -2.87 3.87 -1.38
H -2.54 1.65 -2.36
O -1.73 0.29 0.46
S -2.76 -0.69 0.09
O -4.12 -0.30 0.29
O -2.45 -1.19 -1.28
C -2.43 -2.03 1.24
C -3.53 -2.63 1.81
C -3.39 -3.59 2.80
C -2.13 -3.94 3.24
C -1.01 -3.34 2.68
C -1.14 -2.39 1.69
S 0.43 -2.01 0.85
O 1.44 -2.72 1.57
O 0.82 -0.54 0.76
O 0.15 -2.45 -0.52
H -4.51 -2.31 1.47
H -4.27 -4.06 3.23
H -2.01 -4.68 4.02
H -0.02 -3.60 3.02
I 0.35 0.21 3.02
I 0.18 0.87 5.71
*
```

These are the Mulliken partial charges, in e, on atoms 1 to 6:
1 Ni 0.100
2 N -0.206
3 C 1.197
4 C -0.869
5 C -0.653
6 C -0.795

---

(3)
ORCA calculation (ωB97M-V/def2-TZVPD) on a structure of composition C18H14IN7SeV in a non-equilibrium geometry.

Energy above the lowest of the compared OMol25 structures with the same formula, charge and spin in eV: 0.221
Highest occupied orbital energy (spin up / spin down) in eV: -13.76 / -14.18
M in g mol⁻¹: 585.167
Frontier orbital gap (spin up / spin down) in hartree: 0.258 / 0.270
Largest force on an atom in hartree/bohr: 0.0675

```
! RIJCOSX wB97M-V def2-TZVPD def2/J DEFGRID3
* xyz 2 4
V -0.42 -0.57 -1.20
Se 5.10 -0.95 3.87
N 5.06 -0.93 2.12
C 3.81 -0.91 1.70
C 3.40 -0.87 0.32
C 4.27 -0.92 -0.78
C 3.72 -0.89 -2.05
C 2.34 -0.78 -2.21
N 1.51 -0.72 -1.18
C 2.02 -0.79 0.07
C 1.05 -0.82 1.12
N -0.25 -0.79 0.73
C -1.19 -0.90 1.66
C -0.90 -1.00 3.01
C 0.42 -0.99 3.44
C 1.43 -0.91 2.47
C 2.83 -0.91 2.76
N 3.35 -0.93 3.97
H 5.33 -0.99 -0.62
H 4.36 -0.94 -2.92
H 1.89 -0.73 -3.20
H -2.22 -0.89 1.31
H -1.70 -1.08 3.73
H 0.68 -1.04 4.48
C -5.36 0.05 -0.46
C -4.85 -0.91 -1.56
C -3.43 -0.85 -1.54
N -2.30 -0.69 -1.39
H -6.44 0.05 -0.46
H -5.01 1.06 -0.66
H -5.01 -0.27 0.52
H -5.22 -0.61 -2.54
H -5.19 -1.93 -1.38
I -0.27 4.99 -3.50
C -0.32 3.41 -2.13
C -0.35 3.50 -0.75
N -0.38 2.24 -0.28
N -0.37 1.34 -1.28
C -0.33 2.03 -2.41
H -0.35 4.37 -0.12
H -0.42 1.95 0.69
H -0.29 1.55 -3.38
*
```

These are the Mulliken partial charges, in e, on atoms 1 to 6:
1 V 0.943
2 Se 0.437
3 N -0.832
4 C 0.782
5 C 0.066
6 C -0.399

---

(4)
ORCA calculation (ωB97M-V/def2-TZVPD) on a structure of composition C18H15BBiI3N4O.

Energy above the lowest of the compared OMol25 structures with the same formula, charge and spin in eV: 0.643
Highest occupied orbital energy in eV: -8.21
M in g mol⁻¹: 903.849
Frontier orbital gap in hartree: 0.267
Largest force on an atom in hartree/bohr: 0.0131

```
! RIJCOSX wB97M-V def2-TZVPD def2/J DEFGRID3
* xyz 0 1
Bi 0.24 1.51 -0.44
C 0.64 3.61 1.61
C 1.11 4.75 1.04
C 2.33 4.45 0.30
C 2.60 3.13 0.42
C 1.51 2.49 1.19
H -0.26 3.50 2.20
H 0.65 5.73 1.11
H 2.91 5.18 -0.25
H 3.43 2.59 -0.02
H 1.77 1.71 1.91
I 3.79 -1.17 -3.57
C 2.91 -1.78 -1.79
C 3.15 -3.08 -1.29
C 2.59 -3.51 -0.12
I 3.04 -5.43 0.55
C 1.73 -2.65 0.61
C 1.10 -2.97 1.83
C 0.28 -2.07 2.45
C 0.06 -0.83 1.85
N 0.63 -0.50 0.71
C 1.48 -1.36 0.09
C 2.10 -0.88 -1.12
O 1.87 0.34 -1.51
H 3.80 -3.73 -1.85
H 1.27 -3.95 2.27
H -0.20 -2.30 3.38
H -0.62 -0.10 2.28
B -4.33 1.47 0.81
C -2.77 1.44 0.88
N -1.61 1.41 0.89
H -4.56 2.06 -0.24
H -4.68 0.31 0.73
H -4.80 2.05 1.77
I -4.87 -3.01 -1.48
C -3.24 -1.82 -1.83
C -2.94 -1.14 -2.98
N -1.79 -0.47 -2.74
N -1.32 -0.69 -1.50
C -2.20 -1.50 -0.94
H -3.45 -1.08 -3.93
H -1.27 0.11 -3.37
H -2.07 -1.83 0.09
*
```

These are the Mulliken partial charges, in e, on atoms 1 to 6:
1 Bi 1.304
2 C -0.786
3 C -0.475
4 C -0.379
5 C -0.824
6 C -0.159

---

(5)
ORCA calculation (ωB97M-V/def2-TZVPD) on a structure of composition C18H15BrCo in a non-equilibrium geometry.

Highest occupied orbital energy (spin up / spin down) in eV: -3.86 / -3.98
M in g mol⁻¹: 370.155
Frontier orbital gap (spin up / spin down) in hartree: 0.263 / 0.252
Largest force on an atom in hartree/bohr: 0.0350

```
! RIJCOSX wB97M-V def2-TZVPD def2/J DEFGRID3
* xyz -1 5
C 2.92 0.75 -2.35
C 1.64 1.18 -2.72
C 1.10 1.90 -1.63
H 1.13 0.97 -3.65
C 2.06 1.92 -0.60
C 3.17 1.18 -1.02
H 4.06 1.00 -0.45
H 3.59 0.17 -2.96
H 0.11 2.31 -1.57
H 1.93 2.37 0.37
Co 1.39 -0.29 -0.99
Br -0.98 -0.38 -1.94
C 1.11 -2.40 -0.11
C 2.39 -1.93 0.26
C 3.14 -1.77 -0.92
H 2.71 -1.68 1.25
C 2.31 -2.14 -2.02
C 1.08 -2.55 -1.51
H 0.23 -2.87 -2.08
H 0.28 -2.56 0.56
H 4.16 -1.43 -0.98
H 2.59 -2.11 -3.06
C -0.02 0.13 0.51
C -0.85 0.28 1.40
C -2.17 0.48 1.94
C -2.51 1.52 2.82
C -3.85 1.71 3.21
C -4.86 0.88 2.72
C -4.54 -0.14 1.83
C -3.20 -0.34 1.44
H -1.75 2.19 3.19
H -4.11 2.51 3.89
H -5.90 1.04 3.02
H -5.34 -0.77 1.43
H -3.00 -1.13 0.73
*
```

These are the Mulliken partial charges, in e, on atoms 1 to 6:
1 C -1.118
2 C -0.308
3 C -0.659
4 H 0.387
5 C -0.290
6 C -0.578

---

(6)
ORCA calculation (ωB97M-V/def2-TZVPD) on a structure of composition C18H15BrN6RuS2.

Energy above the lowest of the compared OMol25 structures with the same formula, charge and spin in eV: 0.000
Highest occupied orbital energy (spin up / spin down) in eV: -20.10 / -20.52
M in g mol⁻¹: 560.468
Frontier orbital gap (spin up / spin down) in hartree: 0.266 / 0.201
Largest force on an atom in hartree/bohr: 0.0062

```
! RIJCOSX wB97M-V def2-TZVPD def2/J DEFGRID3
* xyz 4 5
Ru -0.05 0.12 -0.64
N 1.24 0.75 -3.98
C -0.06 0.63 -3.82
N -0.68 0.38 -2.66
C -2.04 0.36 -2.84
C -2.47 0.55 -4.15
S -1.16 0.79 -5.19
C -2.84 0.21 -1.68
C -4.22 0.13 -1.60
S -4.73 -0.06 0.00
C -3.06 -0.02 0.53
N -2.18 0.14 -0.46
N -2.75 -0.15 1.80
H 1.88 0.69 -3.20
H 1.65 0.95 -4.89
H -3.48 0.57 -4.53
H -4.93 0.15 -2.41
H -3.45 -0.29 2.51
H -1.78 -0.18 2.08
Br 1.00 4.60 5.32
C 0.88 3.22 4.15
C 0.54 3.47 2.79
C 0.48 2.42 1.92
C 0.78 1.11 2.34
C 1.09 0.86 3.70
C 1.14 1.89 4.59
N 0.80 0.08 1.35
C 1.60 -0.92 1.52
C 1.80 -1.86 0.45
C 2.58 -2.99 0.58
C 2.75 -3.82 -0.54
C 2.14 -3.48 -1.73
C 1.38 -2.31 -1.79
N 1.20 -1.52 -0.73
H 0.34 4.48 2.47
H 0.25 2.59 0.87
H 1.27 -0.14 4.07
H 1.38 1.72 5.63
H 2.19 -1.05 2.43
H 3.04 -3.23 1.52
H 3.35 -4.72 -0.46
H 2.25 -4.09 -2.61
H 0.89 -2.02 -2.71
*
```

These are the Mulliken partial charges, in e, on atoms 1 to 6:
1 Ru 0.875
2 N -0.302
3 C 0.454
4 N 0.087
5 C 0.204
6 C -0.431

---

(7)
ORCA calculation (ωB97M-V/def2-TZVPD) on a structure of composition C18H15BrN8O4RuS.

Energy above the lowest of the compared OMol25 structures with the same formula, charge and spin in eV: 0.467
Highest occupied orbital energy (spin up / spin down) in eV: -4.86 / -5.03
M in g mol⁻¹: 620.411
Frontier orbital gap (spin up / spin down) in hartree: 0.265 / 0.253
Largest force on an atom in hartree/bohr: 0.0148

```
! RIJCOSX wB97M-V def2-TZVPD def2/J DEFGRID3
* xyz -1 6
Ru 0.05 0.17 0.84
N 1.95 -0.62 4.81
C 1.46 -0.75 3.52
S -0.26 -0.53 3.32
N 2.33 -1.07 2.61
N 1.73 -1.24 1.36
C 2.48 -1.78 0.48
C 2.10 -2.13 -0.87
C 3.07 -2.74 -1.67
C 2.79 -3.15 -2.96
C 1.50 -2.94 -3.45
C 0.53 -2.35 -2.68
C 0.79 -1.91 -1.37
O -0.17 -1.37 -0.66
H 1.41 -0.01 5.40
H 2.95 -0.49 4.85
H 3.49 -2.05 0.81
H 4.06 -2.89 -1.26
H 3.56 -3.62 -3.57
H 1.26 -3.24 -4.47
H -0.46 -2.16 -3.07
Br -3.08 2.39 1.33
C -2.09 2.68 -0.26
C -2.40 3.82 -0.99
C -1.64 4.07 -2.12
C -0.62 3.21 -2.46
C -0.37 2.12 -1.64
N -1.12 1.84 -0.57
C 0.87 1.28 -1.87
O 1.26 1.16 -3.02
O 1.42 0.85 -0.79
H -3.17 4.49 -0.65
H -1.83 4.96 -2.71
H 0.02 3.36 -3.32
C -1.85 -2.97 1.06
C -2.65 -1.71 1.07
N -3.98 -1.83 1.28
O -2.19 -0.60 0.84
H -2.43 -3.84 1.39
H -0.98 -2.84 1.71
H -1.48 -3.12 0.05
H -4.37 -2.70 1.60
H -4.52 -0.99 1.37
N 0.70 2.07 1.77
C 0.60 3.19 1.42
N 0.59 4.39 1.00
C -0.30 5.34 1.22
N -1.02 6.23 1.34
*
```

These are the Mulliken partial charges, in e, on atoms 1 to 6:
1 Ru 0.500
2 N -0.505
3 C 0.530
4 S -0.498
5 N -1.215
6 N 1.175

---

(8)
ORCA calculation (ωB97M-V/def2-TZVPD) on a cluster of 2 separate species, C18H15Cl2N2 in total in a non-equilibrium geometry.

Energy above the lowest of the compared OMol25 structures with the same formula, charge and spin in eV: 1.302
Highest occupied orbital energy in eV: -11.54
M in g mol⁻¹: 330.238
Frontier orbital gap in hartree: 0.245
Largest force on an atom in hartree/bohr: 0.0346

```
! RIJCOSX wB97M-V def2-TZVPD def2/J DEFGRID3
* xyz 1 1
Cl 2.73 -4.49 -4.32
C 2.91 -2.95 -3.57
C 2.98 -1.78 -4.32
C 2.92 -0.54 -3.68
C 2.74 -0.43 -2.29
C 2.38 0.82 -1.67
C 2.30 0.95 -0.26
C 2.15 2.19 0.36
C 1.82 2.35 1.77
C 1.41 3.61 2.27
C 1.09 3.79 3.62
C 1.20 2.72 4.52
Cl 0.85 2.94 6.15
C 1.61 1.47 4.05
C 1.91 1.27 2.70
C 2.95 -1.63 -1.54
C 2.94 -2.88 -2.17
H 2.99 -1.87 -5.40
H 3.04 0.36 -4.30
H 1.78 1.53 -2.28
H 2.29 0.02 0.34
H 2.26 3.09 -0.27
H 1.31 4.44 1.56
H 0.72 4.74 3.97
H 1.68 0.63 4.75
H 2.27 0.30 2.36
H 3.12 -1.57 -0.46
H 2.93 -3.79 -1.58
N 3.86 2.03 -2.72
C 5.00 2.25 -2.10
N 5.82 3.02 -2.89
C 5.15 3.29 -4.07
C 3.93 2.66 -3.95
H 5.34 1.93 -1.12
H 6.74 3.33 -2.63
H 5.59 3.87 -4.87
H 3.13 2.64 -4.68
*
```

These are the Mulliken partial charges, in e, on atoms 1 to 6:
1 Cl -0.164
2 C 0.434
3 C -0.948
4 C 0.117
5 C 0.771
6 C 0.231

---

The lowest M belongs to which entry?
C18H15Cl2N2

---

The highest largest force on an atom belongs to which entry?
C18H14IN7SeV